The following is a DFT calculation (ωB97M-V with the def2-TZVPD basis set) of a 7-piece molecular cluster, C39H89BNO13S6Si overall at a distorted geometry.

Last column: Löwdin charge in e.
CARTESIAN COORDINATES (ANGSTROEM)
1 C -6.131 -2.542 3.143  -0.266
2 H 4.969 0.515 -2.212  0.195
3 C 1.968 0.382 -0.804  -0.203
4 C -2.883 -3.458 0.346  -0.143
5 H -3.858 5.827 -2.003  0.026
6 H -5.767 -2.500 2.118  0.039
7 H -8.796 7.733 2.278  0.060
8 O -0.526 -1.729 0.447  -0.211
9 O 4.933 -4.112 -3.282  -0.567
10 H 0.118 -2.839 -5.627  0.071
11 H -3.854 0.668 -3.015  0.085
12 H -4.740 7.350 -2.292  0.062
13 H 4.488 -0.438 -4.819  0.140
14 H -0.046 1.134 -1.999  0.124
15 H 6.917 4.008 5.082  0.060
16 O 3.274 0.127 -3.213  -0.070
17 H -2.892 -9.285 6.411  0.054
18 H 6.865 -6.573 -4.985  0.059
19 H 7.184 -4.821 -1.549  0.047
20 H 0.560 2.607 -2.693  0.080
21 C 0.365 2.114 -1.746  -0.135
22 H -5.708 -9.318 5.085  0.060
23 H 0.480 -4.906 1.678  0.031
24 H 3.543 -2.604 -5.091  0.121
25 C 3.101 -2.021 -4.289  -0.194
26 O -10.158 7.653 -0.197  -0.554
27 C 5.925 -6.078 -4.741  -0.261
28 S -6.177 5.564 -1.619  0.803
29 H 1.694 -1.125 -5.644  0.111
30 H -3.069 1.817 -1.316  0.107
31 H -7.220 -2.510 3.147  0.054
32 C 3.956 -1.288 -0.697  -0.108
33 C -4.558 1.504 -3.048  -0.111
34 C -8.581 6.803 1.750  -0.268
35 N 3.965 0.719 -2.149  0.033
36 H -1.538 3.356 -2.962  0.115
37 C 1.773 5.532 0.614  0.143
38 B 3.682 2.675 -3.823  -0.411
39 H 5.364 2.406 -0.981  0.117
40 S 8.105 1.973 5.505  0.788
41 H -5.719 -1.713 3.718  0.059
42 H 5.447 -5.733 -5.655  0.053
43 O 8.353 2.387 6.907  -0.545
44 O -3.887 2.748 -2.946  -0.205
45 C -7.414 6.527 -2.493  -0.255
46 H -7.227 7.589 -2.336  0.067
47 H -0.274 3.661 -0.414  0.091
48 H -5.845 -2.894 5.900  0.062
49 H 1.682 4.292 -2.356  0.107
50 C -1.394 -2.890 2.938  -0.153
51 H 1.679 3.529 -4.400  0.070
52 S -9.935 6.438 0.633  0.782
53 C 0.799 -2.883 -4.784  -0.084
54 H -3.780 3.395 -0.966  0.121
55 H -1.182 2.175 -0.263  0.112
56 C -3.653 -8.653 6.868  -0.268
57 C -4.748 6.271 -2.443  -0.258
58 O 5.148 2.710 -1.874  0.045
59 H -2.771 -4.180 -0.462  0.028
60 H 3.367 -1.575 1.390  0.090
61 O -4.096 -4.002 3.979  -0.567
62 H 5.708 -0.069 0.751  0.109
63 C 5.435 -0.937 1.349  -0.078
64 H 4.835 -1.282 -3.318  0.108
65 O 5.120 0.802 2.972  0.097
66 C -0.746 2.864 -0.988  -0.171
67 H 3.418 2.911 -0.320  0.149
68 H 4.459 -2.758 0.759  0.130
69 H 4.812 3.886 -4.872  0.133
70 C 2.848 2.801 -1.245  -0.174
71 H -11.221 7.387 2.410  0.057
72 H 5.259 -6.755 -4.207  0.063
73 C 1.300 -0.169 0.473  -0.085
74 C 2.466 4.247 -1.609  -0.134
75 C 3.476 0.172 -0.835  -0.161
76 H 3.956 0.729 -0.029  0.156
77 H -7.347 -3.750 5.418  0.060
78 H 5.836 2.639 5.445  0.050
79 H -12.169 6.259 1.407  0.048
80 C 1.677 -1.611 -4.669  -0.231
81 C 2.056 4.958 -0.398  -0.127
82 O -5.420 -6.782 6.275  -0.557
83 H -11.015 5.616 2.601  0.052
84 H 1.594 6.143 1.465  0.038
85 C 5.103 -0.373 2.701  -0.535
86 C 9.358 2.770 4.491  -0.273
87 H 3.293 -1.974 -1.217  0.116
88 H 0.580 -4.543 -0.044  0.024
89 H 10.319 2.331 4.748  0.049
90 H 9.372 3.839 4.706  0.058
91 H -8.391 6.267 -2.089  0.035
92 H 1.913 0.031 1.351  0.125
93 H -3.212 -8.076 7.678  0.051
94 H -3.286 -2.537 -0.075  0.029
95 O 4.776 -1.324 3.583  0.132
96 C 0.882 -1.646 0.381  -0.263
97 C 2.334 2.686 -4.624  0.029
98 H -0.461 -3.008 3.489  0.030
99 H -4.790 6.028 -3.505  0.060
100 H 3.346 4.781 -1.978  0.141
101 H 6.315 -1.571 1.425  0.135
102 H -8.465 5.978 2.454  0.058
103 H -3.544 -3.855 1.112  0.016
104 S -5.583 -4.096 3.861  0.807
105 H -7.375 6.280 -3.553  0.057
106 O 4.846 3.019 -4.449  0.175
107 C 1.634 1.906 -0.889  -0.185
108 H 4.499 -0.886 4.405  0.143
109 C 6.725 2.951 4.901  -0.282
110 H -5.983 -4.668 6.108  0.015
111 H -4.175 -9.355 4.155  0.054
112 H -1.765 -1.879 3.118  0.039
113 H -4.478 -9.255 7.248  0.059
114 H 7.857 -6.052 -2.642  0.059
115 C -1.818 3.468 -1.919  -0.143
116 C -11.212 6.426 1.898  -0.274
117 S -4.271 -7.491 5.646  0.812
118 H 2.550 2.716 -5.691  0.080
119 H 9.141 2.591 3.438  0.049
120 H -2.160 -3.585 3.288  -0.002
121 C 3.867 2.233 -2.254  -0.273
122 H 4.921 -1.365 -1.211  0.118
123 H -7.677 6.901 1.154  0.011
124 H 1.423 -3.772 -4.843  0.071
125 H 1.501 -0.155 -1.625  0.129
126 H -5.455 -8.194 3.724  0.049
127 H 6.582 2.758 3.839  0.032
128 H 0.217 -2.996 -3.870  0.068
129 H -0.737 -5.501 0.578  0.032
130 H -5.296 1.399 -2.249  0.091
131 H 1.370 -2.235 1.164  0.107
132 H 1.365 2.198 0.125  0.139
133 C -4.973 -8.723 4.544  -0.265
134 H 3.055 -2.681 -3.424  0.086
135 H 1.752 1.783 -4.441  0.066
136 C -3.195 2.833 -1.697  -0.225
137 H 6.212 -6.258 -1.961  0.062
138 S 6.261 -4.643 -3.721  0.822
139 C -0.107 -4.639 0.800  -0.156
140 O -6.151 6.056 -0.212  -0.559
141 H 0.361 0.373 0.562  0.118
142 C 6.947 -5.542 -2.328  -0.265
143 H -5.075 1.484 -4.004  0.087
144 C 4.230 -1.694 0.744  -0.147
145 H 1.225 -0.973 -3.915  0.088
146 H -1.895 4.522 -1.657  0.100
147 Si -1.195 -3.132 1.100  0.445
148 H 1.213 -2.061 -0.577  0.110
149 C -6.262 -3.816 5.492  -0.260
150 C 4.031 -0.874 -3.929  -0.129

Atomic forces in eV per Å
-0.02 0.06 -0.04
-0.01 0.00 -0.38
0.08 0.66 0.90
0.66 0.43 -0.22
-0.02 -0.03 0.01
0.01 -0.03 0.00
-0.05 -0.01 -0.02
0.11 -0.48 -0.11
0.14 0.06 0.11
-0.06 -0.07 -0.06
0.04 -0.05 0.07
-0.03 -0.01 0.03
-0.16 0.38 0.03
0.05 -0.05 -0.20
0.06 -0.02 0.05
0.13 0.03 0.21
0.01 0.02 0.00
0.01 0.01 -0.01
0.00 0.03 -0.02
0.15 0.08 -0.04
-0.46 -0.28 0.44
0.00 0.03 0.03
0.08 0.09 0.07
0.14 -0.02 -0.04
-0.55 0.40 0.64
0.02 0.00 -0.05
-0.02 -0.06 -0.03
-0.07 -0.16 -0.11
-0.06 0.39 0.11
0.07 -0.05 0.14
0.00 -0.01 -0.01
0.36 0.52 -0.25
-0.23 0.36 -0.19
0.06 0.10 0.07
0.09 0.19 0.40
-0.05 0.05 -0.12
0.18 0.17 -0.16
-0.14 -0.13 -0.56
-0.16 0.40 0.13
-0.02 -0.04 -0.03
0.02 -0.03 0.02
0.01 0.03 0.01
0.00 0.01 0.01
0.10 -0.18 0.40
-0.01 0.06 -0.02
0.00 -0.01 0.04
-0.04 0.05 0.09
0.01 0.01 -0.05
-0.05 0.03 -0.10
0.07 0.21 -0.49
-0.01 0.09 0.01
0.07 -0.03 0.12
0.24 0.31 0.51
-0.12 0.01 0.03
-0.11 0.02 0.08
-0.01 -0.07 0.05
0.02 0.09 -0.05
0.16 -0.60 -0.21
-0.16 -0.06 -0.08
-0.13 0.06 -0.07
-0.18 -0.03 -0.01
0.11 -0.02 -0.11
-0.27 0.22 -0.02
0.02 0.14 0.16
-0.16 -0.04 -0.08
0.51 0.35 -0.38
0.10 -0.13 0.08
-0.11 -0.09 -0.02
0.02 -0.41 -0.62
-0.29 -0.43 -0.11
0.03 0.02 -0.03
-0.01 0.03 0.03
-0.07 -0.35 -0.60
0.18 0.02 0.53
-0.55 -1.25 0.02
0.07 0.44 -0.20
0.00 -0.01 -0.02
0.01 -0.03 0.01
0.01 0.00 -0.03
-0.01 -0.94 -0.53
-0.17 0.10 0.04
-0.06 -0.02 0.02
0.01 -0.01 -0.01
-0.14 -0.10 0.12
0.32 0.15 0.14
0.04 0.05 -0.06
-0.13 -0.06 0.08
0.02 0.06 -0.05
-0.01 -0.02 0.03
-0.02 -0.01 0.04
0.01 0.01 0.03
-0.06 0.16 0.12
-0.01 0.03 -0.02
-0.22 -0.01 0.04
-0.20 -0.02 0.06
0.10 0.30 -0.07
-0.03 -0.03 0.10
0.02 -0.09 0.09
0.01 -0.04 0.01
0.05 -0.08 -0.23
0.00 -0.11 0.03
0.00 -0.02 -0.01
-0.11 -0.03 0.04
-0.03 -0.08 0.04
0.00 -0.03 0.01
-0.02 0.49 0.95
-0.17 -0.25 -0.55
0.13 -0.05 -0.01
-0.04 0.13 -0.07
0.01 -0.04 -0.07
0.01 0.01 -0.01
-0.08 0.02 0.11
-0.02 0.03 -0.01
0.01 0.01 0.00
-0.26 -0.16 1.07
-0.11 -0.02 0.00
0.12 0.01 -0.05
0.03 0.08 -0.08
0.00 -0.01 0.00
0.20 0.03 0.20
0.41 0.71 0.17
0.02 -0.13 -0.04
-0.01 -0.06 -0.03
-0.01 -0.10 -0.30
0.22 0.03 -0.30
0.01 0.04 0.01
-0.03 -0.04 0.01
-0.16 -0.07 -0.03
-0.11 -0.02 0.02
-0.04 -0.12 0.04
-0.12 -0.06 0.10
0.06 0.16 0.08
-0.03 -0.07 -0.03
-0.03 -0.14 -0.01
-0.06 -0.01 0.09
0.23 -0.18 -0.78
-0.03 0.01 -0.02
0.03 -0.06 -0.01
0.12 0.03 -0.19
0.08 0.04 0.02
-0.03 0.06 0.27
0.00 -0.05 0.05
-0.04 0.03 -0.06
0.32 -0.33 0.16
0.11 0.37 -0.10
0.07 0.19 -0.43
-0.41 -0.32 0.66
0.04 -0.09 -0.03
0.01 0.09 0.13
0.37 -0.78 -0.69

Results
**Energy**: -5275.31134 hartree
**Frontier orbital gap**: 7.476 eV
**Total charge**: +1
**E_HOMO**: -0.3570 Eh